Record 1
C8H5Cl2NO3RhTm as an isolated structure. Source: the Open Molecules 2025 dataset; level of theory: ωB97M-V/def2-TZVPD.

ORCA input file:
```
! wB97M-V def2-TZVPD RIJCOSX def2/J DEFGRID3
* xyz 4 7
Tm -1.989 0.719 -1.633
Rh 2.261 0.540 -0.345
Cl -1.865 -1.604 -2.263
Cl -2.801 3.112 -1.534
C 3.333 1.517 -1.436
C 1.664 -0.663 -1.583
C 0.046 1.572 -2.710
O 3.969 2.079 -2.261
O 1.232 -1.290 -2.492
O 0.879 2.060 -3.348
C -1.457 -1.191 2.492
C -1.813 -0.273 1.511
C -0.795 0.306 0.706
N 0.478 -0.231 0.732
C 0.816 -1.183 1.590
C -0.132 -1.603 2.548
H -2.145 -1.517 3.285
H -2.844 0.045 1.399
H -0.884 1.373 0.403
H 1.855 -1.536 1.586
H 0.193 -2.233 3.351
*
```

Summary:
- ΔE to the lowest compared entry with this formula, charge and spin: 212.24 kJ/mol
- Highest occupied orbital energy (spin up / spin down): -22.52 / -25.23 eV

Results of the Mulliken charge analysis, in e, for atoms 1 through 8: 1.422, 0.534, -0.193, 0.235, 0.544, 0.222, 0.158, -0.132

Record 2
C8H5ClNO2S as an isolated structure. Source: the Open Molecules 2025 dataset; level of theory: ωB97M-V/def2-TZVPD.

ORCA input file:
```
! wB97M-V def2-TZVPD RIJCOSX def2/J DEFGRID3
* xyz -1 1
C -2.588 0.080 0.107
C -2.145 -1.099 0.844
C -1.761 0.763 -0.756
C -0.848 -1.565 0.714
C -0.359 0.392 -0.768
C 0.013 -0.747 0.011
C 2.615 1.078 0.868
C 2.685 -0.160 -0.205
N 0.509 0.970 -1.540
O 1.744 0.729 1.645
O 3.474 1.922 0.853
S 1.656 -1.518 -0.239
Cl 4.168 -0.513 -0.748
H -3.670 0.447 0.023
H -2.967 -1.678 1.473
H -2.060 1.554 -1.455
H -0.706 -2.452 1.232
H 0.241 1.798 -2.060
*
```

Summary:
- ΔE to the lowest compared entry with this formula, charge and spin: 373.48 kJ/mol
- Highest occupied orbital energy (spin up / spin down): -3.05 / -3.04 eV

Results of the Mulliken charge analysis, in e, for atoms 1 through 8: -0.335, -0.468, -0.701, -0.706, 0.804, 0.486, 0.663, 0.375

Record 3
An isolated molecule of C8H5N3O2. Source: the Open Molecules 2025 dataset; level of theory: ωB97M-V/def2-TZVPD.

ORCA input file:
```
! wB97M-V def2-TZVPD RIJCOSX def2/J DEFGRID3
* xyz 0 1
C 1.580 -0.137 -0.747
C 1.523 0.368 0.476
C 2.232 1.593 0.854
N 2.918 2.445 1.171
C 0.834 -0.342 1.553
C -0.281 -1.073 1.361
C -1.050 -1.032 0.155
C -1.437 0.116 -0.538
C -0.957 1.407 -0.283
N -0.573 2.426 0.085
N -2.266 -0.199 -1.711
O -2.106 -1.371 -2.125
O -3.016 0.608 -2.235
H 0.970 -0.992 -0.798
H 2.186 0.197 -1.509
H 1.419 -0.376 2.483
H -0.592 -1.713 2.049
H -1.383 -1.924 -0.241
*
```

Summary:
- ΔE to the lowest compared entry with this formula, charge and spin: 367.93 kJ/mol
- Structure (SMILES): C=C(C#N)/C=C\C=C(/C#N)[N+](=O)[O-]
- Highest occupied orbital energy: -10.04 eV

Results of the Mulliken charge analysis, in e, for atoms 1 through 8: -0.833, 0.242, 0.100, -0.430, -0.225, -0.587, -0.764, 0.428

Record 4
C8H6AuBr2F6N2O4S2 as an isolated structure. Source: the Open Molecules 2025 dataset; level of theory: ωB97M-V/def2-TZVPD.

ORCA input file:
```
! wB97M-V def2-TZVPD RIJCOSX def2/J DEFGRID3
* xyz 1 1
Au -0.901 0.500 1.048
F -2.242 -4.256 0.524
C -2.505 -2.972 0.634
F -1.780 -2.287 -0.266
F -3.787 -2.738 0.420
S -1.998 -2.369 2.334
O -2.024 -0.893 2.191
O -2.906 -2.897 3.272
N -0.537 -2.925 2.423
S 0.713 -1.988 2.242
O 0.558 -1.101 1.061
O 1.179 -1.342 3.417
C 1.994 -3.204 1.635
F 1.760 -3.444 0.351
F 3.179 -2.639 1.782
F 1.922 -4.317 2.329
C -0.331 3.193 -3.675
C 0.352 2.736 -2.427
C 1.718 2.902 -2.199
C 2.282 2.538 -0.988
C 1.477 1.985 -0.010
Br 2.132 1.661 1.720
N 0.180 1.751 -0.259
C -0.374 2.121 -1.418
H 0.348 3.737 -4.326
H -1.172 3.840 -3.426
H -0.737 2.347 -4.232
H 2.341 3.344 -2.966
H 3.332 2.688 -0.785
H -1.432 1.930 -1.541
Br -2.741 2.098 1.134
*
```

Summary:
- Highest occupied orbital energy: -13.69 eV

Results of the Mulliken charge analysis, in e, for atoms 1 through 8: 0.944, -0.203, 0.722, -0.197, -0.199, 0.996, -0.588, -0.543

Record 5
C8H6Cl2GdN2O3Tl as an isolated structure. Source: the Open Molecules 2025 dataset; level of theory: ωB97M-V/def2-TZVPD.

ORCA input file:
```
! wB97M-V def2-TZVPD RIJCOSX def2/J DEFGRID3
* xyz 4 8
Gd -1.671 -0.406 -3.180
Tl 0.911 -0.344 -0.261
Cl -1.842 -2.315 -1.652
Cl -1.238 1.527 -1.562
C 1.325 2.071 1.143
C -0.083 -2.064 -4.140
C 0.016 0.802 -4.659
O 1.784 3.076 1.438
O 0.395 -3.004 -4.608
O 0.621 1.423 -5.425
N 0.118 -3.010 1.882
C -0.884 -2.160 2.360
C -1.701 -2.575 3.439
C -2.597 -1.639 3.978
C -2.676 -0.343 3.421
C -1.864 -0.046 2.340
N -0.989 -0.932 1.834
H 0.216 -2.983 0.855
H -0.055 -3.949 2.206
H -1.634 -3.617 3.768
H -3.272 -1.928 4.800
H -3.376 0.406 3.798
H -1.895 0.927 1.862
*
```

Summary:
- Highest occupied orbital energy (spin up / spin down): -24.27 / -24.66 eV

Results of the Mulliken charge analysis, in e, for atoms 1 through 8: 1.614, 1.084, -0.317, -0.322, 0.066, 0.118, 0.036, 0.030

Record 6
A 2-piece molecular cluster, C8H6Cl2N2O3 overall. Source: the Open Molecules 2025 dataset; level of theory: ωB97M-V/def2-TZVPD.

ORCA input file:
```
! wB97M-V def2-TZVPD RIJCOSX def2/J DEFGRID3
* xyz 0 1
O 1.304 -1.411 -2.759
N 1.292 -0.352 -3.379
O 0.675 -0.274 -4.649
C 1.752 0.804 -2.952
Cl 2.567 0.927 -1.405
Cl 1.812 2.163 -4.008
H -0.248 -0.572 -4.628
O -1.875 -1.648 -3.796
C -1.447 -1.202 -2.792
N -1.272 -0.524 -1.851
C -0.655 -0.222 -0.662
C -0.644 1.150 -0.408
C -0.120 1.442 0.847
C 0.447 0.607 1.698
C 0.488 -0.727 1.407
C -0.037 -1.108 0.205
H -1.298 1.890 -0.925
H -0.294 2.448 1.244
H 0.873 0.914 2.622
H 1.147 -1.433 2.035
H 0.068 -2.180 0.004
*
```

Summary:
- ΔE to the lowest compared entry with this formula, charge and spin: 0.00 kJ/mol
- Structure (SMILES): [O-][N+](O)=C(Cl)Cl.O=C=Nc1ccccc1
- Highest occupied orbital energy: -9.17 eV

Results of the Mulliken charge analysis, in e, for atoms 1 through 8: -0.580, 0.573, -0.387, 0.249, -0.085, -0.126, 0.330, -0.556

Record 7
An isolated molecule of C8H6Cl2O. Source: the Open Molecules 2025 dataset; level of theory: ωB97M-V/def2-TZVPD.

ORCA input file:
```
! wB97M-V def2-TZVPD RIJCOSX def2/J DEFGRID3
* xyz 0 1
O 2.030 -1.764 0.953
C 1.610 -0.803 0.367
C 0.114 -0.478 -0.096
C -0.217 0.843 -0.447
C -1.515 1.334 -0.391
C -2.451 0.400 0.110
C -2.140 -0.851 0.293
C -0.857 -1.399 0.246
C 2.684 0.240 -0.165
Cl 3.930 -0.539 -0.712
Cl 2.854 1.338 1.063
H 0.447 1.640 -0.722
H -1.444 2.428 -0.990
H -3.507 0.767 -0.006
H -2.908 -1.327 0.928
H -0.665 -2.483 0.678
H 2.037 0.653 -1.109
*
```

Summary:
- ΔE to the lowest compared entry with this formula, charge and spin: 234.64 kJ/mol
- Structure (SMILES): O=C(c1ccccc1)C(Cl)Cl
- Highest occupied orbital energy: -9.52 eV

Results of the Mulliken charge analysis, in e, for atoms 1 through 8: -0.535, 0.412, 0.630, -0.337, -0.458, -0.354, -0.311, -0.386

Record 8
C8H6CuN2O4 as an isolated structure. Source: the Open Molecules 2025 dataset; level of theory: ωB97M-V/def2-TZVPD.

ORCA input file:
```
! wB97M-V def2-TZVPD RIJCOSX def2/J DEFGRID3
* xyz 2 2
O -0.122 3.767 -0.837
C 0.448 2.826 -1.192
Cu 0.735 0.926 -1.467
O 4.500 2.554 -2.158
C 3.467 2.108 -1.995
C -0.295 0.950 -2.989
O -1.109 0.885 -3.801
C 1.666 -0.643 -2.043
O 1.893 -1.736 -2.341
C -1.273 -2.472 2.234
N -0.938 -1.215 1.590
C -1.294 0.041 2.045
C -0.769 0.947 1.153
N -0.100 0.215 0.177
C -0.217 -1.087 0.453
H -0.858 -2.493 3.252
H -2.366 -2.579 2.299
H -0.847 -3.285 1.635
H -1.868 0.196 2.938
H -0.825 2.030 1.139
H 0.171 -1.934 -0.092
*
```

Summary:
- Highest occupied orbital energy (spin up / spin down): -17.04 / -16.99 eV

Results of the Mulliken charge analysis, in e, for atoms 1 through 8: -0.042, 0.874, -0.900, -0.061, 0.068, 0.481, -0.051, 0.937